1.
Molecular formula: C31H40AsCrN3OS3Si2
Method: DFT, ωB97M-V with the def2-TZVPD basis set

Last column: Löwdin charge in e.
Positions of all 82 atoms, in Å:
Cr -13.6970 -9.0094 -16.1585  0.07
S -14.1758 -8.2201 -14.0020  0.63
C -12.8323 -8.7832 -13.0828  -0.68
C -12.4162 -8.0200 -11.9808  -0.06
C -11.2158 -8.2737 -11.2954  -0.19
C -10.7761 -7.4028 -10.1994  -0.17
N -10.4190 -6.7803 -9.2841  0.14
C -10.4749 -9.3951 -11.6765  -0.24
C -10.8728 -10.1345 -12.7307  -0.07
C -12.0337 -9.8680 -13.4693  -0.66
S -12.4601 -10.7900 -14.8928  0.67
C -9.2947 -9.7990 -11.0239  -0.20
N -8.3665 -10.1618 -10.4617  0.16
H -12.9525 -7.1409 -11.5801  0.13
H -10.2493 -10.9498 -13.0869  0.12
C -17.9476 -11.7007 -16.7982  -0.11
C -17.3430 -11.4609 -15.3797  -0.37
S -15.6101 -11.1582 -15.1660  0.89
O -15.3478 -10.2202 -16.2936  -0.65
C -14.9140 -12.7489 -15.4727  -0.47
C -14.4746 -12.9682 -16.8251  -0.16
H -18.9624 -11.3148 -16.7219  0.07
H -17.9755 -12.7339 -17.1813  0.07
H -17.4671 -11.0868 -17.5935  0.05
H -17.7301 -12.2026 -14.7254  0.08
H -17.7982 -10.5588 -15.0241  0.05
H -15.6131 -13.5573 -15.2369  0.10
H -14.1152 -12.8048 -14.7164  0.05
H -15.1549 -12.4984 -17.5506  0.09
H -14.3827 -14.0003 -17.0553  0.07
H -13.4681 -12.6254 -17.1062  0.08
N -12.3495 -8.9151 -17.3659  -0.07
C -11.2616 -8.6094 -17.8744  -0.32
C -10.7949 -8.9465 -19.2448  -0.21
C -9.6553 -9.7017 -19.3609  -0.04
C -9.2796 -10.1083 -20.6388  -0.07
C -10.0343 -9.7322 -21.7462  -0.11
C -11.0265 -8.8278 -21.6150  -0.11
C -11.4270 -8.4486 -20.3718  -0.03
C -10.2870 -7.7297 -17.0795  -0.16
C -10.4896 -7.7617 -15.6848  -0.01
C -9.6346 -6.9734 -14.8219  -0.04
C -8.6398 -6.1978 -15.4140  -0.09
C -8.4012 -6.2988 -16.7959  -0.08
C -9.2676 -7.0188 -17.6449  -0.05
H -9.0836 -9.8641 -18.4258  0.14
H -8.4638 -10.7853 -20.7515  0.09
H -9.6762 -10.1278 -22.6934  0.10
H -11.4732 -8.2352 -22.3680  0.10
H -12.1722 -7.6806 -20.1609  0.12
H -11.3092 -8.2288 -15.2135  0.03
H -9.8906 -7.1645 -13.7764  0.10
H -7.9716 -5.6490 -14.7523  0.10
H -7.6316 -5.7627 -17.2974  0.08
H -9.0691 -7.0234 -18.7494  0.13
C -17.8665 -5.6639 -18.1665  -0.24
Si -16.9954 -7.1952 -17.4484  0.19
C -17.3793 -8.4724 -18.7483  -0.26
C -17.8955 -7.8760 -15.8052  -0.21
As -14.7414 -6.9991 -17.1881  0.73
Si -14.5987 -5.2189 -15.7782  0.18
C -14.8148 -3.6547 -16.8128  -0.27
C -12.8220 -5.0244 -15.0850  -0.22
C -15.9048 -4.9960 -14.3432  -0.21
H -18.9014 -5.8058 -18.5189  0.02
H -17.2869 -5.2920 -19.0220  0.02
H -17.9311 -4.8115 -17.4425  0.02
H -18.3792 -8.8530 -18.4886  0.02
H -16.7059 -9.3991 -18.7322  0.04
H -17.3843 -8.0183 -19.7460  0.02
H -18.6400 -8.6786 -16.0846  0.02
H -18.3061 -7.0081 -15.2376  0.01
H -17.1242 -8.2983 -15.1612  -0.02
H -14.3069 -3.7270 -17.7797  0.01
H -14.3555 -2.7558 -16.3880  0.02
H -15.8473 -3.3637 -16.9775  0.00
H -12.0965 -4.9998 -15.8928  0.02
H -12.5851 -5.9483 -14.4585  0.01
H -12.6768 -4.1540 -14.4835  0.01
H -16.9026 -5.2188 -14.6755  -0.02
H -15.8583 -3.9932 -13.9518  0.00
H -15.5451 -5.7331 -13.5460  0.01

Summary:
E_HOMO (alpha / beta)   -4.36 / -4.50 eV
Calculated total energy   -6498.6825 Eh
2S+1   4
Orbital gap (alpha / beta)   6.38 / 6.51 eV
Charge   -1

2.
Molecular formula: C8H26N12O12Pb
Method: DFT, ωB97M-V with the def2-TZVPD basis set

Last column: Löwdin charge in e.
Positions of all 59 atoms, in Å:
Pb 0.0128 -0.3340 0.9440  1.69
O 0.8924 -4.3387 2.8235  0.03
C -0.1269 -3.4191 2.9995  -0.80
O -0.0557 -2.2832 2.4899  -0.15
O -1.1005 -3.8440 3.6729  -0.04
H 0.4284 -5.1065 3.1931  0.09
O -3.3967 1.4564 1.2796  0.00
C -3.1464 0.4957 2.2343  -0.77
O -3.7551 0.6888 3.3251  -0.04
O -2.3254 -0.4326 2.0435  -0.09
H -4.1363 1.8171 1.8378  0.13
C 2.0196 1.4517 -1.7878  -0.66
O 1.3341 0.5701 -1.2910  -0.06
N 2.3110 2.6155 -1.1494  0.16
N 2.3965 1.3692 -3.0973  0.16
H 2.7122 3.4335 -1.5689  0.11
H 2.0436 2.6378 -0.1787  0.11
H 2.2474 0.5359 -3.6334  0.10
H 2.9937 2.0334 -3.5601  0.09
C -0.2431 2.1069 3.4438  -0.63
O 0.2381 1.0302 3.0949  -0.08
N -1.2445 2.2106 4.3457  0.19
N 0.1579 3.3495 2.9659  0.15
H -1.5871 1.3873 4.8129  0.13
H -1.7480 3.0453 4.1119  0.10
H 0.9710 3.3963 2.3836  0.09
H -0.2467 4.1643 3.3796  0.09
C -2.3083 -0.8225 -2.2447  -0.64
O -1.9729 -0.8408 -1.0532  -0.02
N -2.5949 0.3745 -2.8298  0.17
N -2.2396 -1.8453 -3.1013  0.17
H -2.6339 0.3805 -3.8308  0.09
H -2.4883 1.1879 -2.2491  0.07
H -1.9120 -2.7318 -2.7576  0.09
H -2.4699 -1.8236 -4.0754  0.10
C -1.3746 2.7661 -0.6817  -0.63
O -0.9327 1.7789 -0.0897  -0.12
N -2.7127 2.9727 -0.7221  0.15
N -0.7252 3.4941 -1.6531  0.17
H -3.2222 2.3912 -0.0567  0.06
H -3.1583 3.7002 -1.2428  0.10
H -1.2539 4.2682 -2.0046  0.09
H 0.2723 3.4792 -1.7366  0.06
C 3.7670 -0.9774 0.7096  -0.68
O 2.7425 -0.7038 1.3507  -0.06
N 3.6771 -1.6669 -0.4490  0.18
N 4.9842 -0.5991 1.0973  0.16
H 4.4017 -1.9329 -1.0855  0.10
H 2.7138 -1.8619 -0.7033  0.07
H 4.9367 0.0810 1.8406  0.11
H 5.8451 -1.0214 0.8118  0.10
C 0.3304 -3.3615 -1.2921  -0.65
O 0.6480 -2.3708 -0.6275  -0.10
N -0.2206 -4.4226 -0.6906  0.20
N 0.4323 -3.4625 -2.6465  0.15
H -0.3492 -5.3059 -1.1474  0.10
H -0.5092 -4.3360 0.2741  0.12
H 0.6449 -2.5853 -3.0912  0.11
H 0.0362 -4.2397 -3.1368  0.10

Summary:
Relative energy (zero: lowest compared OMol25 entry of this formula, charge and spin)   2.9241 eV
E_HOMO   -6.74 eV
Calculated total energy   -2073.5306 Eh
Orbital gap   6.51 eV
Charge   0